The following is a DFT calculation (wB97M-V/def2-TZVPD) of a 13-piece molecular cluster, C88H220B2F8N11O11 overall in a non-equilibrium geometry.

## Properties
- total charge = +9
- HOMO-LUMO gap (eV) = 7.89
- molar mass (g mol⁻¹) = 1782.40
- calculated total energy (Eh) = -5760.02445

Atoms and positions in Å:
C (-24.4945, -25.1847, 16.7672)
C (-23.7709, -26.3969, 16.1344)
N (-22.3315, -26.6494, 16.5732)
C (-22.3491, -26.9970, 18.0347)
C (-21.8086, -27.9371, 15.6951)
C (-22.5207, -29.2435, 16.0199)
C (-21.5428, -25.4170, 16.2652)
C (-20.0485, -25.3394, 16.8302)
O (-19.3352, -26.2645, 16.1772)
C (-17.9465, -26.0842, 16.3656)
H (-24.5086, -25.1994, 17.8476)
H (-25.5075, -25.2046, 16.3390)
H (-24.0754, -24.2412, 16.4817)
H (-23.6037, -26.1697, 15.0465)
H (-24.3528, -27.3314, 16.3130)
H (-23.0189, -27.8657, 18.2773)
H (-22.5937, -26.1177, 18.5873)
H (-21.2942, -27.2545, 18.3780)
H (-20.7474, -28.0281, 15.8257)
H (-22.0480, -27.6245, 14.6826)
H (-22.2551, -29.5949, 17.0363)
H (-22.2611, -30.0248, 15.3446)
H (-23.5928, -29.1146, 16.0074)
H (-21.9833, -24.5339, 16.6953)
H (-21.5474, -25.3515, 15.1758)
H (-20.0177, -25.5031, 17.8918)
H (-19.6898, -24.2833, 16.7080)
H (-17.4525, -26.4352, 17.3012)
H (-17.8576, -25.0096, 16.1733)
H (-17.4731, -26.6442, 15.5617)
C (-19.5294, -10.1059, 19.7728)
C (-18.2396, -9.8332, 19.0406)
N (-18.5092, -9.3563, 17.5936)
C (-18.9154, -10.4969, 16.7435)
C (-19.6423, -8.3846, 17.4292)
C (-19.4980, -7.0205, 18.0334)
C (-17.2104, -8.6823, 17.0234)
C (-15.9374, -9.4985, 17.1610)
O (-16.1174, -10.8581, 16.6490)
C (-14.8626, -11.4301, 16.2764)
H (-20.0410, -9.2001, 19.9212)
H (-19.1947, -10.4532, 20.7386)
H (-20.1458, -10.8627, 19.3370)
H (-17.5903, -10.7105, 18.9995)
H (-17.6282, -9.0094, 19.4421)
H (-19.9916, -10.6685, 16.9003)
H (-18.3626, -11.3898, 17.0218)
H (-18.6660, -10.3058, 15.7194)
H (-20.4096, -8.8829, 17.9402)
H (-19.8101, -8.2774, 16.3538)
H (-19.2912, -7.0802, 19.0735)
H (-20.4282, -6.4611, 17.8687)
H (-18.7382, -6.4698, 17.4554)
H (-16.9932, -7.7470, 17.5202)
H (-17.4735, -8.5069, 15.9577)
H (-15.5776, -9.6773, 18.1783)
H (-15.1631, -8.8115, 16.6811)
H (-14.9574, -12.5089, 16.2207)
H (-14.1457, -11.2898, 17.1379)
H (-14.4283, -10.9901, 15.3821)
C (-27.4880, -11.7058, 24.0467)
C (-26.2065, -11.0535, 23.3861)
N (-24.8585, -11.6780, 23.6131)
C (-24.6040, -12.0447, 25.0142)
C (-24.7691, -12.9882, 22.8032)
C (-23.7532, -13.9797, 23.2608)
C (-23.8346, -10.7105, 23.0542)
C (-23.6933, -9.3900, 23.7974)
O (-22.9756, -9.5912, 25.0016)
C (-22.9044, -8.4208, 25.6973)
H (-27.4167, -12.7962, 24.2296)
H (-28.3822, -11.5807, 23.3966)
H (-27.6576, -11.2367, 25.0061)
H (-26.0696, -10.1570, 23.9553)
H (-26.3273, -10.8918, 22.3158)
H (-25.4222, -12.7521, 25.2605)
H (-24.6992, -11.0728, 25.5236)
H (-23.5979, -12.4973, 25.0512)
H (-24.6759, -12.7852, 21.7239)
H (-25.7970, -13.4070, 22.8289)
H (-23.6788, -14.7598, 22.5442)
H (-24.0411, -14.4490, 24.2303)
H (-22.7682, -13.5438, 23.3982)
H (-24.1162, -10.5223, 22.0160)
H (-22.8652, -11.2006, 23.0125)
H (-24.6233, -8.8576, 23.9605)
H (-23.2022, -8.6968, 23.1033)
H (-22.3688, -7.5725, 25.1378)
H (-22.3375, -8.5173, 26.6261)
H (-23.9157, -8.1654, 25.9950)
C (-30.7850, -19.0065, 9.7275)
C (-29.8842, -19.1664, 10.9985)
N (-29.0814, -20.4431, 11.0411)
C (-28.4162, -20.4473, 12.4205)
C (-29.9780, -21.6543, 10.7895)
C (-29.3222, -23.0119, 10.9968)
C (-28.0038, -20.5494, 9.9944)
C (-27.2761, -19.2601, 9.5893)
O (-26.5736, -18.6390, 10.6138)
C (-25.2700, -19.0944, 10.8840)
H (-31.1817, -17.9909, 9.5690)
H (-31.6163, -19.6796, 9.8378)
H (-30.1877, -19.2946, 8.8661)
H (-30.5251, -19.2534, 11.8662)
H (-29.0911, -18.4140, 11.0356)
H (-27.9191, -21.3732, 12.6160)
H (-29.1918, -20.3942, 13.1890)
H (-27.7561, -19.5995, 12.5407)
H (-30.3497, -21.6409, 9.7586)
H (-30.9256, -21.6016, 11.3485)
H (-28.4863, -23.2019, 10.2893)
H (-30.1585, -23.6982, 10.8673)
H (-28.9059, -23.1963, 11.9757)
H (-28.3863, -21.1141, 9.1706)
H (-27.1633, -21.1280, 10.4522)
H (-28.0405, -18.5329, 9.2368)
H (-26.5898, -19.5085, 8.7363)
H (-25.1491, -20.1564, 11.0190)
H (-24.9319, -18.5451, 11.7759)
H (-24.5251, -18.8226, 10.0749)
C (-22.9912, -18.5966, 18.2136)
C (-22.2509, -17.3741, 17.8365)
N (-21.8814, -17.2453, 16.3440)
C (-21.0566, -18.4687, 16.0058)
C (-23.0852, -17.1695, 15.4927)
C (-23.9638, -15.9089, 15.5233)
C (-21.1815, -15.8896, 16.2019)
C (-19.6946, -16.0120, 16.4706)
O (-19.4631, -16.3967, 17.7824)
C (-18.1064, -16.4082, 18.2147)
H (-22.7795, -19.5144, 17.7685)
H (-24.1050, -18.4898, 18.1756)
H (-22.8485, -18.8637, 19.3289)
H (-21.2714, -17.3262, 18.3007)
H (-22.8550, -16.4929, 18.0815)
H (-20.6013, -18.3871, 15.0371)
H (-21.7485, -19.3340, 16.0212)
H (-20.2664, -18.4951, 16.7264)
H (-23.6559, -18.1003, 15.6634)
H (-22.6601, -17.1702, 14.4850)
H (-24.7096, -15.9890, 14.7120)
H (-23.5081, -14.9847, 15.2180)
H (-24.4526, -15.6669, 16.4663)
H (-21.7346, -15.2107, 16.8511)
H (-21.2087, -15.6455, 15.0935)
H (-19.2537, -15.0312, 16.3222)
H (-19.2141, -16.5602, 15.6323)
H (-17.5521, -16.8069, 17.3616)
H (-17.9828, -17.1801, 19.0484)
H (-17.7631, -15.4099, 18.5480)
C (-15.6150, -20.9397, 28.7714)
C (-17.0600, -20.6270, 28.5052)
N (-17.3570, -19.1435, 28.0565)
C (-16.8305, -18.1951, 29.1269)
C (-16.6761, -19.0234, 26.7430)
C (-16.9084, -17.6767, 26.0467)
C (-18.8316, -18.8891, 27.7820)
C (-19.7589, -19.0092, 29.0290)
O (-20.3214, -20.2662, 29.3008)
C (-21.2012, -20.4481, 30.2808)
H (-15.0777, -21.2951, 27.9277)
H (-15.6534, -21.7781, 29.4924)
H (-15.0797, -20.1125, 29.2085)
H (-17.5426, -20.7911, 29.4479)
H (-17.4696, -21.2638, 27.7049)
H (-16.9556, -18.6259, 30.1065)
H (-17.3226, -17.2447, 29.1127)
H (-15.7666, -18.0497, 28.9701)
H (-16.9665, -19.8856, 26.1301)
H (-15.5847, -19.1650, 26.8948)
H (-16.3513, -17.7133, 25.1292)
H (-16.5361, -16.7913, 26.5710)
H (-17.9572, -17.3961, 25.8469)
H (-19.1999, -19.4106, 26.8770)
H (-18.9643, -17.8053, 27.5664)
H (-20.5415, -18.3213, 28.7718)
H (-19.2072, -18.5696, 29.8553)
H (-22.0864, -20.9131, 29.7329)
H (-21.4104, -19.5606, 30.9024)
H (-20.9172, -21.4309, 30.8227)
C (-10.0270, -20.5356, 18.7221)
C (-11.3410, -21.3447, 18.6883)
N (-12.4979, -20.5269, 19.1620)
C (-12.8570, -19.4519, 18.2008)
C (-13.6964, -21.4004, 19.1996)
C (-13.7933, -22.3687, 20.3096)
C (-12.2313, -19.9255, 20.4809)
C (-13.4160, -19.0993, 21.0250)
O (-13.5667, -17.8684, 20.3752)
C (-12.5835, -16.8700, 20.6922)
H (-9.7190, -20.3070, 19.6879)
H (-9.9877, -19.6552, 18.1160)
H (-9.1992, -21.1988, 18.3927)
H (-11.3188, -22.2056, 19.3663)
H (-11.6653, -21.7732, 17.7096)
H (-11.9850, -18.8296, 18.0216)
H (-13.5788, -18.7741, 18.6600)
H (-13.2315, -19.9627, 17.3177)
H (-13.6570, -21.9314, 18.2939)
H (-14.5360, -20.7180, 19.3650)
H (-14.0154, -22.0447, 21.3090)
H (-12.9407, -23.0145, 20.2988)
H (-14.6282, -22.9868, 20.0327)
H (-11.3043, -19.3363, 20.4377)
H (-12.0635, -20.7085, 21.2232)
H (-13.1691, -18.8227, 22.0912)
H (-14.3402, -19.6320, 21.0294)
H (-12.3556, -16.7485, 21.7372)
H (-12.9825, -15.9425, 20.2467)
H (-11.6610, -17.1413, 20.1499)
C (-13.7370, -16.8236, 7.0786)
C (-14.3237, -16.8116, 8.4675)
N (-13.2541, -16.6396, 9.5727)
C (-12.4851, -17.8824, 9.7814)
C (-12.2579, -15.3779, 9.2794)
C (-11.4112, -15.0259, 10.5600)
C (-14.0135, -16.3598, 10.8527)
C (-14.9070, -15.1163, 10.8751)
O (-15.2731, -14.8248, 12.2181)
C (-16.4538, -14.0329, 12.0718)
H (-12.9899, -17.5839, 7.0013)
H (-13.2879, -15.8838, 6.8523)
H (-14.4586, -17.0536, 6.3226)
H (-14.8364, -17.7217, 8.8417)
H (-15.0165, -15.9721, 8.5285)
H (-13.0661, -18.5946, 10.3826)
H (-11.5799, -17.6448, 10.3376)
H (-12.2252, -18.2930, 8.8126)
H (-12.9436, -14.5648, 9.0098)
H (-11.5992, -15.5885, 8.4393)
H (-10.6613, -14.2984, 10.4042)
H (-10.8565, -15.8568, 11.0431)
H (-12.0498, -14.5496, 11.3103)
H (-13.3370, -16.2663, 11.7041)
H (-14.6761, -17.1951, 10.9306)
H (-15.7882, -15.3681, 10.3268)
H (-14.3358, -14.2687, 10.4973)
H (-16.3933, -13.3715, 11.2174)
H (-16.5962, -13.4170, 12.9457)
H (-17.3166, -14.7230, 12.0051)
C (-33.9189, -22.0397, 21.2446)
C (-33.4279, -23.3456, 20.7215)
N (-31.9241, -23.4050, 20.3905)
C (-31.1819, -23.3235, 21.6797)
C (-31.6715, -24.7892, 19.9140)
C (-31.8647, -25.0218, 18.3979)
C (-31.5588, -22.2905, 19.4219)
C (-30.0879, -22.2321, 19.0209)
O (-29.2981, -21.3296, 19.8216)
C (-29.5167, -19.9865, 19.4311)
H (-34.9344, -22.1511, 21.5750)
H (-33.8089, -21.2613, 20.5146)
H (-33.3712, -21.6140, 22.1177)
H (-33.9808, -23.5808, 19.7938)
H (-33.6221, -24.1611, 21.4009)
H (-31.4366, -24.2112, 22.2309)
H (-31.4980, -22.4613, 22.2220)
H (-30.0883, -23.3191, 21.5007)
H (-32.4149, -25.4415, 20.4231)
H (-30.6653, -25.0580, 20.2350)
H (-31.0602, -24.5621, 17.8214)
H (-32.7837, -24.5668, 18.0421)
H (-31.9692, -26.0571, 18.1136)
H (-31.8222, -21.3678, 19.9685)
H (-32.2843, -22.4714, 18.6393)
H (-30.0374, -22.0510, 17.9475)
H (-29.6224, -23.2058, 19.1541)
H (-30.4771, -19.4646, 19.6771)
H (-29.2835, -19.8720, 18.3579)
H (-28.7487, -19.4226, 20.0109)
C (-27.4077, -13.6787, 15.8890)
C (-27.9596, -13.4219, 17.3129)
N (-28.4184, -12.0266, 17.6200)
C (-28.3765, -11.7657, 19.0819)
C (-27.4583, -11.0461, 16.9213)
C (-27.6397, -9.5711, 17.1733)
C (-29.8012, -11.7984, 17.2754)
C (-30.3377, -12.0333, 15.8838)
O (-29.6029, -11.2535, 14.9694)
C (-30.2813, -11.1501, 13.7508)
H (-26.4570, -13.1481, 15.7108)
H (-28.0867, -13.4909, 15.0806)
H (-27.2620, -14.7504, 15.8953)
H (-27.1263, -13.6425, 17.9251)
H (-28.8723, -14.0053, 17.4839)
H (-28.6632, -10.7340, 19.2630)
H (-27.3732, -11.9006, 19.5268)
H (-29.0108, -12.4759, 19.6723)
H (-27.6209, -11.3099, 15.8625)
H (-26.4703, -11.4016, 17.2025)
H (-28.4580, -9.1451, 16.6039)
H (-26.6936, -9.1389, 16.8918)
H (-27.7104, -9.1860, 18.2014)
H (-29.9188, -10.7839, 17.4325)
H (-30.3071, -12.4313, 17.9876)
H (-31.4029, -11.6789, 15.9594)
H (-30.4272, -13.0453, 15.4468)
H (-31.0956, -10.3974, 13.6891)
H (-30.6996, -12.1329, 13.4323)
H (-29.5196, -10.7274, 13.0616)
C (-24.2673, -13.7140, 8.1772)
C (-23.4917, -12.4301, 8.0161)
N (-24.3253, -11.1573, 7.7178)
C (-23.3312, -10.1119, 7.4451)
C (-25.0770, -11.3797, 6.4234)
C (-25.7648, -10.1665, 5.7697)
C (-25.3198, -10.8567, 8.8196)
C (-24.7283, -10.5487, 10.2163)
O (-24.5409, -11.8254, 10.8666)
C (-24.4724, -11.7278, 12.2679)
H (-25.0043, -13.6374, 8.9787)
H (-23.6101, -14.5790, 8.3367)
H (-24.7564, -13.8767, 7.1799)
H (-22.7486, -12.5099, 7.2535)
H (-22.9997, -12.1825, 8.9141)
H (-23.8913, -9.2027, 7.5167)
H (-22.9757, -10.2659, 6.4416)
H (-22.5368, -10.1321, 8.2052)
H (-25.9195, -11.9706, 6.6840)
H (-24.3263, -11.7875, 5.7340)
H (-26.1289, -9.4450, 6.4958)
H (-26.6527, -10.5200, 5.2408)
H (-25.0306, -9.6030, 5.1702)
H (-26.0175, -11.6810, 8.9965)
H (-25.9002, -10.0241, 8.4577)
H (-25.4658, -9.9101, 10.6923)
H (-23.8052, -9.9968, 10.1333)
H (-24.5014, -12.7668, 12.6636)
H (-25.3129, -11.1415, 12.6324)
H (-23.5503, -11.2214, 12.4921)
B (-23.5774, -12.7640, 18.5960)
F (-23.6101, -11.7177, 19.5929)
F (-22.1831, -12.8651, 18.0469)
F (-23.9063, -14.0251, 19.2052)
F (-24.5540, -12.4368, 17.4998)
B (-24.6362, -20.5249, 14.9471)
F (-23.7072, -20.1753, 16.0502)
F (-25.0004, -21.8679, 15.1409)
F (-25.7033, -19.6199, 15.1132)
F (-24.0704, -20.3188, 13.6668)